1) The following is a quantum chemistry calculation of 2 unconnected molecules or ions with the total composition H4O3Si, from OMol25.

XYZ file:
```
8
Properties=species:S:1:pos:R:3:nbo_charge:R:1
O -1.035 -1.022 -0.491 -1.11
O -0.541 1.404 0.409 -1.11
O 1.328 0.072 -0.902 -1.10
Si 0.105 -0.061 0.156 2.10
H -0.767 -1.823 -0.925 0.50
H -1.636 1.297 1.159 0.51
H 1.963 0.772 -0.813 0.51
H 0.584 -0.640 1.406 -0.31
```

Results
LUMO (Ha): -0.001
Spin multiplicity: 1
Highest occupied orbital energy (eV): -11.1



2) The following is a quantum chemistry calculation of 2 unconnected molecules or ions with the total composition H4O3Si, from OMol25.

XYZ file:
```
8
Properties=species:S:1:pos:R:3:nbo_charge:R:1
O -1.319 0.868 -0.379 -1.09
O 1.202 0.702 -0.464 -1.13
O -0.086 -1.647 -0.296 -1.12
Si -0.079 -0.059 0.136 2.11
H -2.218 0.702 -0.336 0.50
H 1.846 1.562 0.458 0.52
H 0.575 -2.159 -0.736 0.52
H 0.080 0.033 1.619 -0.31
```

Results
LUMO (Ha): -0.015
Spin multiplicity: 1
Highest occupied orbital energy (eV): -11.0



The most stable arrangement is 1), and the next structure is 0.854 eV less stable.



1) The following is a quantum chemistry calculation of 2 unconnected molecules or ions with the total composition C2H3ClFI, from OMol25.

XYZ file:
```
8
Properties=species:S:1:pos:R:3:nbo_charge:R:1
C 0.137 1.412 0.678 -0.52
C 0.640 0.146 0.687 0.26
F 0.510 -0.670 1.713 -0.32
I 1.992 -0.541 -0.829 0.13
H -0.581 1.970 1.341 0.24
H 0.454 2.106 -0.173 0.22
Cl -1.311 -2.230 -1.142 -0.26
H -1.840 -2.193 -2.274 0.26
```

Results
LUMO (Ha): 0.010
Spin multiplicity: 1
Highest occupied orbital energy (eV): -9.3
SMILES: C=C(F)I.Cl



2) The following is a quantum chemistry calculation of C2H3ClFI in the gas phase, from OMol25.

XYZ file:
```
8
Properties=species:S:1:pos:R:3:nbo_charge:R:1
C -0.754 -0.464 0.129 -0.74
C 0.507 0.307 -0.279 0.34
F 0.568 0.574 -1.574 -0.34
Cl 0.536 2.147 0.559 -0.16
I 2.214 -0.924 0.255 0.14
H -0.425 -0.688 1.176 0.25
H -1.636 0.266 0.393 0.25
H -1.009 -1.218 -0.658 0.26
```

Results
LUMO (Ha): -0.015
Spin multiplicity: 1
Highest occupied orbital energy (eV): -10.1
SMILES: C[C@@](F)(Cl)I



The most stable arrangement is 2), and the next structure is 0.316 eV less stable.



1) The following is a quantum chemistry calculation of C9H11PS in the gas phase, from OMol25.

XYZ file:
```
22
Properties=species:S:1:pos:R:3:nbo_charge:R:1
C 4.240 0.288 -0.102 -0.21
C 3.606 -0.688 -0.848 -0.21
C 3.449 1.351 0.420 -0.22
C 2.112 -0.577 -0.988 -0.25
C 2.158 1.453 0.179 -0.24
C 1.424 0.454 -0.436 -0.13
C -2.292 -1.345 -0.398 -0.45
C -2.911 -0.195 0.414 -0.68
C -1.460 -0.606 -1.440 -0.50
P -2.123 1.576 0.159 0.10
S -0.567 0.978 -0.913 0.35
H 5.389 0.366 0.097 0.22
H 4.154 -1.489 -1.235 0.21
H 4.042 2.201 0.837 0.22
H 1.593 -1.345 -1.482 0.21
H 1.583 2.465 0.240 0.22
H -1.654 -2.019 0.284 0.21
H -3.036 -2.050 -0.700 0.24
H -3.984 -0.029 0.195 0.22
H -2.823 -0.207 1.513 0.23
H -0.743 -1.280 -1.982 0.22
H -2.174 -0.285 -2.255 0.24
```

Results
LUMO (Ha): 0.017
Spin multiplicity: 1
Highest occupied orbital energy (eV): -7.0



2) The following is a quantum chemistry calculation of C9H11PS in the gas phase, from OMol25.

XYZ file:
```
22
Properties=species:S:1:pos:R:3:nbo_charge:R:1
C -1.292 2.371 -0.494 -0.64
C -0.824 0.927 -0.190 -0.35
C 0.475 0.410 -0.112 -0.13
C 1.482 1.189 0.353 -0.18
C 2.830 0.806 0.422 -0.20
C 3.139 -0.462 0.051 -0.21
C 2.137 -1.330 -0.451 -0.21
C 0.798 -0.929 -0.401 -0.18
P -2.134 -0.238 0.065 0.95
C -2.453 -2.220 0.487 -0.76
S -3.937 0.317 -0.442 -0.56
H -1.137 2.918 0.448 0.22
H -2.288 2.173 -0.726 0.25
H -0.690 2.979 -1.205 0.23
H 1.348 2.115 0.874 0.21
H 3.486 1.503 0.871 0.21
H 4.101 -0.824 0.251 0.21
H 2.361 -2.395 -0.675 0.22
H -0.117 -1.635 -0.553 0.20
H -2.174 -2.716 -0.488 0.24
H -3.432 -2.301 0.819 0.25
H -1.679 -2.657 1.095 0.23
```

Results
LUMO (Ha): -0.017
Spin multiplicity: 1
Highest occupied orbital energy (eV): -7.4
SMILES: CC(c1ccccc1)=P(C)=S



The most stable arrangement is 2), and the next structure is 1.290 eV less stable.